Version w
DFT (ωB97M-V with the def2-TZVPD basis set) results for the molecule C6H10OS.

Results
lowest unoccupied orbital energy	0.88	eV
HOMO	-8.871	eV
SMILES	S[C@@H]1[C@@H]2CCO[C@H]1C2
spin multiplicity	1
total charge	0

Positions of all 18 atoms, in Å:
S 2.687 -0.321 -0.030
O -0.142 -0.860 -1.310
C 0.034 0.745 0.886
C -0.858 1.232 -0.309
C -0.425 -0.718 1.140
C 0.204 0.512 -1.176
C -0.859 -1.374 -0.187
C 1.239 0.768 -0.067
H 0.125 1.365 1.763
H -1.947 -1.326 -0.382
H 2.130 -1.470 -0.537
H 1.605 1.783 -0.221
H -0.784 2.324 -0.350
H -0.605 -2.433 -0.111
H -1.916 0.924 -0.370
H 0.468 0.903 -2.162
H 0.315 -1.387 1.605
H -1.269 -0.667 1.819



Version x
DFT (ωB97M-V with the def2-TZVPD basis set) results for the molecule C6H10OS.

Results
lowest unoccupied orbital energy	0.45	eV
HOMO	-9.026	eV
SMILES	OSCCC1=CCC1
spin multiplicity	1
total charge	0

Positions of all 18 atoms, in Å:
S 3.744 -0.459 -0.427
O 4.694 0.800 0.355
C 1.720 -0.275 0.218
C -0.981 0.158 -0.320
C -3.039 -0.039 0.063
C -2.079 0.949 -0.482
C 0.503 0.330 -0.626
C -1.732 -0.896 0.371
H -1.396 -0.962 1.352
H -1.622 -1.812 -0.138
H -3.510 0.148 1.026
H -3.531 -0.629 -0.684
H 0.524 1.382 -0.688
H 1.631 -1.375 0.355
H 4.808 0.732 1.301
H 0.695 -0.138 -1.748
H 1.796 0.187 1.141
H -2.224 1.901 -1.069



Most stable: version w. Least stable: version x.



Version w
DFT (ωB97M-V with the def2-TZVPD basis set) results for a structure of composition C6H10OS.

Results
lowest unoccupied orbital energy	0.47	eV
HOMO	-9.000	eV
spin multiplicity	1
total charge	0

Positions of all 18 atoms, in Å:
S 0.977 0.690 -1.825
O -1.926 1.306 1.636
C 1.179 0.221 0.816
C -0.955 -0.158 -0.275
C 0.780 -1.844 -0.652
C 0.441 1.340 1.095
C -1.080 1.213 0.386
C 0.507 -0.354 -0.388
H -0.462 -2.171 -1.029
H -1.999 2.091 2.080
H 0.815 -2.361 0.468
H -1.274 2.152 -0.319
H 1.684 -2.445 -1.485
H -1.377 -0.849 0.665
H 0.801 2.069 1.935
H 1.032 -0.587 -2.915
H 2.289 0.162 1.022
H -1.433 -0.475 -1.215



Version x
DFT (ωB97M-V with the def2-TZVPD basis set) results for the molecule C6H10OS.

Results
lowest unoccupied orbital energy	0.92	eV
HOMO	-8.485	eV
SMILES	C=COC(=C)CSC
spin multiplicity	1
total charge	0

Positions of all 18 atoms, in Å:
S 2.002 0.110 0.784
O -0.850 -0.233 -0.866
C -1.340 1.886 0.260
C -0.512 0.954 -0.245
C 2.526 -1.078 -0.421
C -1.890 -1.317 1.025
C 0.965 1.192 -0.253
C -1.660 -1.119 -0.279
H -2.229 -1.639 -1.063
H -2.611 -2.099 1.395
H -1.402 -0.734 1.829
H 1.695 -1.574 -0.903
H -2.429 1.876 0.243
H 3.219 -1.840 -0.007
H 3.031 -0.533 -1.197
H -0.869 2.747 0.758
H 1.047 2.176 0.231
H 1.305 1.224 -1.292



Most stable: version x. Least stable: version w.



Version w
DFT (ωB97M-V with the def2-TZVPD basis set) results for a structure of composition C6H18NaO8PS.

Results
lowest unoccupied orbital energy	-0.02	eV
HOMO	-6.509	eV
spin multiplicity	1
total charge	0

Positions of all 35 atoms, in Å:
S -29.399 14.567 -0.706
P -33.083 18.787 -0.364
Na -32.250 15.567 1.447
O -34.422 18.259 -0.989
O -32.380 19.460 -1.617
O -28.718 13.143 -1.079
O -33.317 15.885 3.348
O -32.355 17.717 0.333
O -30.235 14.446 0.455
O -33.455 19.994 0.620
O -28.267 15.442 -0.810
C -34.178 21.121 0.139
C -30.473 14.845 -2.144
C -29.541 11.976 -0.928
C -35.428 17.707 -0.154
C -31.179 20.200 -1.383
C -28.773 10.780 -1.456
H -35.144 17.690 0.903
H -33.560 22.013 0.272
H -33.007 15.823 4.246
H -31.143 20.593 -0.362
H -29.395 9.951 -1.778
H -31.231 21.067 -2.036
H -31.354 15.392 -1.819
H -36.353 18.283 -0.195
H -35.088 21.294 0.706
H -28.339 11.167 -2.389
H -29.734 11.839 0.141
H -27.968 10.497 -0.788
H -35.645 16.680 -0.442
H -34.368 21.038 -0.932
H -30.268 19.623 -1.508
H -29.850 15.550 -2.692
H -30.540 12.094 -1.353
H -30.687 13.892 -2.608



Version x
DFT (ωB97M-V with the def2-TZVPD basis set) results for a structure of composition C6H18NaO8PS.

Results
lowest unoccupied orbital energy	-0.04	eV
HOMO	-7.167	eV
spin multiplicity	1
total charge	0

Positions of all 35 atoms, in Å:
S -20.768 12.039 -19.859
P -21.119 15.650 -17.621
Na -19.465 13.139 -17.444
O -22.347 11.456 -19.736
O -22.385 15.469 -18.620
O -21.552 16.762 -16.487
O -18.222 12.962 -18.778
O -20.628 13.045 -18.823
O -20.113 16.503 -18.593
O -20.441 14.412 -17.104
O -20.427 12.343 -21.252
C -19.882 10.406 -19.327
C -19.006 17.078 -17.965
C -24.280 11.854 -18.237
C -22.296 14.583 -19.700
C -22.564 16.484 -15.528
C -22.938 11.217 -18.453
H -22.245 15.848 -14.702
H -22.981 17.376 -15.061
H -20.364 10.121 -18.392
H -21.292 14.192 -19.868
H -24.991 11.451 -18.958
H -18.874 10.817 -19.286
H -24.561 11.777 -17.187
H -19.128 17.445 -16.946
H -19.999 9.773 -20.206
H -18.330 16.234 -17.831
H -18.687 13.467 -19.474
H -18.472 17.835 -18.540
H -23.019 13.788 -19.518
H -23.488 16.038 -15.896
H -23.066 10.156 -18.238
H -24.325 12.903 -18.530
H -22.350 11.655 -17.647
H -22.517 15.115 -20.625



Most stable: version w. Least stable: version x.



Version w
DFT (ωB97M-V with the def2-TZVPD basis set) results for a cluster of 2 separate species, C3H5ClNO in total.

Results
lowest unoccupied orbital energy	-5.17	eV
HOMO	-14.392	eV
spin multiplicity	1
total charge	+1

Positions of all 11 atoms, in Å:
Cl -3.009 0.510 -0.059
O 0.818 0.752 -0.089
N -0.850 -0.920 -0.195
C -0.247 -1.953 0.102
C -1.544 0.047 -0.605
C 1.633 1.581 0.245
H 2.294 1.135 1.073
H 0.219 -1.817 1.135
H 1.657 2.632 0.087
H -0.006 -2.796 -0.597
H -0.967 0.829 -1.096



Version x
DFT (ωB97M-V with the def2-TZVPD basis set) results for a structure of composition C3H5ClNO.

Results
lowest unoccupied orbital energy (alpha / beta)	-7.72 / -8.10	eV
HOMO (alpha / beta)	-11.919 / -11.600	eV
spin multiplicity	1
total charge	+1

Positions of all 11 atoms, in Å:
Cl -5.398 -0.664 0.436
O -0.853 0.740 -0.504
N -0.363 -0.399 -0.118
C 0.879 0.095 0.419
C -3.832 -0.379 0.767
C 0.371 1.397 -0.203
H -3.058 -1.193 1.011
H 1.671 -0.442 0.099
H 0.298 2.212 0.391
H 0.898 -0.040 1.437
H 0.832 1.758 -1.090



Most stable: version w. Least stable: version x.



Version w
DFT (ωB97M-V with the def2-TZVPD basis set) results for a cluster of 2 separate species, CH2ClO3S in total.

Results
lowest unoccupied orbital energy	3.72	eV
HOMO	-4.131	eV
spin multiplicity	1
total charge	-1

Positions of all 8 atoms, in Å:
Cl -2.402 0.052 0.107
S 0.353 -1.261 -0.131
O 1.247 -0.475 -1.220
O 1.125 -1.392 1.042
O -0.062 1.426 -0.517
C -0.590 0.501 0.120
H -0.641 0.689 1.680
H 0.971 0.459 -1.080



Version x
DFT (ωB97M-V with the def2-TZVPD basis set) results for a cluster of 2 separate species, CH2ClO3S in total.

Results
lowest unoccupied orbital energy (alpha / beta)	3.50 / 3.59	eV
HOMO (alpha / beta)	-3.681 / -4.723	eV
spin multiplicity	1
total charge	-1

Positions of all 8 atoms, in Å:
Cl 2.021 -0.349 -0.600
S -1.782 -0.713 -0.237
O -0.770 -0.206 0.766
O -1.555 -2.068 -0.774
O -2.037 0.304 -1.283
C 1.630 0.810 0.597
H 1.360 1.761 0.135
H 1.133 0.461 1.397



Most stable: version w. Least stable: version x.



Version w
DFT (ωB97M-V with the def2-TZVPD basis set) results for a structure of composition C6H9N.

Results
lowest unoccupied orbital energy	0.60	eV
HOMO	-8.307	eV
spin multiplicity	1
total charge	0

Positions of all 16 atoms, in Å:
N -0.525 -1.004 -0.461
C 0.634 -0.197 -0.390
C 0.423 0.702 0.706
C 1.596 -0.184 -1.328
C -1.152 -1.287 -1.525
C -1.408 0.110 1.154
C 1.237 1.391 1.480
H 0.861 2.052 2.252
H 1.531 -0.789 -2.222
H -1.998 -0.802 1.177
H 2.319 1.312 1.395
H -0.794 -1.008 -2.516
H -2.061 -1.872 -1.444
H -1.220 0.288 2.205
H -1.949 0.919 0.677
H 2.507 0.368 -1.158



Version x
DFT (ωB97M-V with the def2-TZVPD basis set) results for the molecule C6H9N.

Results
lowest unoccupied orbital energy	0.85	eV
HOMO	-8.540	eV
SMILES	CC1=CN=C[C@@H]1C
spin multiplicity	1
total charge	0

Positions of all 16 atoms, in Å:
N -0.233 1.735 1.201
C -0.099 -1.959 0.654
C 0.717 1.641 0.348
C -0.228 0.623 -1.657
C -0.750 0.413 1.321
C -0.135 -0.476 0.528
C 0.697 0.349 -0.428
H 0.887 -2.251 1.045
H -0.848 -2.302 1.374
H 1.673 -0.055 -0.719
H -1.462 0.239 2.113
H -0.235 -2.495 -0.290
H 1.465 2.418 0.298
H -0.543 -0.310 -2.139
H 0.218 1.275 -2.414
H -1.110 1.135 -1.251



Version y
DFT (ωB97M-V with the def2-TZVPD basis set) results for a structure of composition C6H9N.

Results
lowest unoccupied orbital energy	1.18	eV
HOMO	-7.852	eV
spin multiplicity	1
total charge	0

Positions of all 16 atoms, in Å:
N 0.731 0.306 0.098
C -1.361 1.012 -0.248
C -0.889 -1.153 -0.205
C 2.135 0.155 -0.117
C -0.320 0.111 -0.945
C -0.046 -0.623 0.910
C -1.491 -0.142 0.743
H -2.245 -0.301 1.509
H -0.057 0.192 -2.001
H 2.475 -0.814 -0.518
H 2.465 0.956 -0.791
H -0.749 1.839 0.144
H -2.280 1.258 -0.787
H 2.628 0.332 0.847
H -1.196 -2.152 -0.497
H 0.331 -1.096 1.809



Most stable: version x. Least stable: version w.



Version w
DFT (ωB97M-V with the def2-TZVPD basis set) results for a structure of composition C30H26ClF6N4O3PSbSe4W.

Results
lowest unoccupied orbital energy (alpha / beta)	-1.43 / -1.42	eV
HOMO (alpha / beta)	-4.372 / -4.376	eV
spin multiplicity	1
total charge	-1

Positions of all 77 atoms, in Å:
W -0.206 -0.269 0.651
Sb -1.043 -5.310 0.249
Se 0.091 -5.922 2.295
Se -3.423 -5.417 0.518
Se -0.749 -2.538 0.154
Se -0.046 -5.655 -1.890
Cl -2.921 0.751 -3.397
P 3.557 -2.671 1.296
F 3.047 -1.845 -0.028
F 4.903 -3.084 0.484
F 4.305 -1.318 1.813
F 4.065 -3.465 2.597
F 2.209 -2.215 2.062
F 2.806 -3.977 0.746
O 1.570 0.374 1.031
O -0.570 -0.649 2.433
O 0.338 -0.162 -1.371
N -0.097 0.790 2.425
N -1.273 1.347 0.040
N 1.279 0.752 2.371
N 1.250 -0.897 -2.026
C -5.049 2.575 1.466
C -3.193 2.832 -0.048
C -4.441 3.229 0.402
C 3.461 -1.107 -2.786
C -3.612 -0.762 -0.825
C 0.908 3.645 -1.937
C 2.498 -0.408 -2.103
C -3.407 -1.524 -1.952
C 0.890 -2.056 -2.596
C -3.127 1.125 1.644
C -2.516 1.769 0.567
C 4.404 2.186 3.602
C -2.751 -1.769 -4.282
C 3.989 2.726 4.813
C -4.385 1.523 2.077
C -0.391 2.439 -0.318
C 0.897 4.356 0.356
C 1.837 -2.799 -3.265
C 2.664 2.580 5.203
C 1.349 4.513 -0.947
C -3.039 -0.965 -3.209
C 0.039 2.610 -1.627
C 1.755 1.913 4.397
C 3.134 -2.325 -3.360
C 0.023 3.328 0.671
C -3.158 -3.747 -2.921
C -3.464 -2.944 -1.854
C 2.191 1.391 3.179
C -2.804 -3.160 -4.134
C 3.518 1.518 2.774
H -3.170 -4.821 -2.800
H -4.839 1.001 2.910
H 2.039 5.311 -1.190
H -0.332 3.190 1.684
H -6.026 2.884 1.814
H 1.240 3.773 -2.960
H -0.141 -2.344 -2.469
H -2.637 0.302 2.151
H 4.468 -0.718 -2.811
H -3.886 -1.249 0.103
H 3.842 1.060 1.852
H 1.543 -3.755 -3.671
H -2.732 3.338 -0.886
H -2.557 -3.787 -4.981
H 3.891 -2.910 -3.864
H 2.330 2.984 6.151
H 4.694 3.240 5.454
H -3.720 -3.396 -0.899
H 1.235 5.027 1.135
H -3.639 0.318 -0.874
H 0.724 1.787 4.695
H -0.316 1.932 -2.390
H 5.440 2.271 3.298
H -4.945 4.051 -0.092
H -2.473 -1.320 -5.225
H 2.660 0.517 -1.572



Version x
DFT (ωB97M-V with the def2-TZVPD basis set) results for a structure of composition C30H26ClF6N4O3PSbSe4W.

Results
lowest unoccupied orbital energy (alpha / beta)	0.69 / 0.70	eV
HOMO (alpha / beta)	-5.178 / -5.178	eV
spin multiplicity	1
total charge	-1

Positions of all 77 atoms, in Å:
W -0.265 -0.407 -0.126
Sb -2.387 4.137 -1.504
Se -0.465 5.511 -1.827
Se -3.747 3.542 -3.379
Se -3.273 3.969 0.717
Se -1.173 1.500 -1.024
Cl 2.394 2.839 -1.528
P -0.789 -3.731 -2.363
F -1.928 -3.904 -1.284
F -0.306 -2.046 -1.320
F -1.129 -5.011 -3.190
F 0.430 -3.263 -3.263
F -1.728 -2.732 -3.164
F 0.236 -4.403 -1.365
O -2.243 -1.226 -0.439
O 0.896 1.067 0.898
O -1.078 -0.109 1.735
N 0.318 1.452 2.018
N -3.369 -0.523 -0.421
N 1.073 -1.628 0.958
N -0.823 1.009 2.343
C 1.311 4.201 4.291
C -4.972 0.694 -1.636
C 3.030 -2.665 -0.049
C -3.841 -0.092 -1.600
C 0.835 5.106 2.104
C 3.321 -0.684 1.274
C 4.681 -0.701 0.991
C 0.457 0.149 -3.775
C 5.220 -1.694 0.189
C 4.387 -2.683 -0.322
C 1.211 5.286 3.429
C -1.203 -4.137 2.497
C 1.454 -0.103 -1.490
C -0.366 -4.765 3.407
C -0.738 -3.121 1.678
C 1.025 2.924 3.831
C 1.430 -3.333 2.671
C 0.956 -4.350 3.481
C 1.163 0.706 -2.703
C 0.592 -2.686 1.746
C -3.965 -0.230 0.746
C -5.598 1.034 -0.450
C 0.051 0.915 -4.852
C 1.072 2.847 -3.865
C 0.344 2.272 -4.892
C -5.096 0.549 0.749
C 1.481 2.063 -2.796
C 2.479 -1.652 0.738
C 0.648 2.779 2.510
C 0.560 3.835 1.625
H 1.291 3.905 -3.858
H 1.634 -4.821 4.183
H -0.522 0.459 -5.650
H -1.427 -2.701 0.961
H 0.205 -0.903 -3.733
H 1.610 4.347 5.320
H -6.436 1.716 -0.454
H -5.306 1.084 -2.585
H 0.283 3.689 0.588
H -2.235 -4.451 2.401
H 2.905 0.091 1.902
H 6.278 -1.698 -0.040
H -0.006 2.889 -5.709
H -5.541 0.817 1.694
H -0.733 -5.565 4.037
H 1.424 6.282 3.796
H 1.083 2.059 4.478
H 1.678 -1.132 -1.762
H -3.462 -0.607 1.622
H -3.252 -0.384 -2.456
H 4.795 -3.468 -0.947
H 2.372 -3.424 -0.454
H 5.320 0.070 1.405
H 2.464 -3.026 2.757
H 2.274 0.325 -0.922
H 0.732 5.942 1.425



Most stable: version x. Least stable: version w.



Version w
DFT (ωB97M-V with the def2-TZVPD basis set) results for a structure of composition C3H6FNO2.

Results
lowest unoccupied orbital energy	0.50	eV
HOMO	-9.766	eV
spin multiplicity	1
total charge	0

Positions of all 13 atoms, in Å:
F -0.016 -0.893 1.814
O -0.740 0.408 -1.488
O -1.502 2.368 -0.221
N -1.266 1.098 0.554
C 1.639 -0.770 -0.152
C -0.881 0.100 -0.288
C 0.046 -1.081 0.369
H -0.765 2.373 -1.200
H 2.182 -1.567 0.333
H 1.968 0.231 -0.099
H -2.102 0.838 1.424
H -0.152 -2.205 0.287
H 1.589 -0.897 -1.333



Version x
DFT (ωB97M-V with the def2-TZVPD basis set) results for the molecule C3H6FNO2.

Results
lowest unoccupied orbital energy	0.94	eV
HOMO	-9.349	eV
SMILES	C[C@]1(O)ON[C@H]1F
spin multiplicity	1
total charge	0

Positions of all 13 atoms, in Å:
F 0.877 2.119 0.230
O -1.050 0.629 -1.368
O 0.821 -0.540 -0.921
N 1.645 -0.130 0.174
C -0.405 -0.011 -0.447
C -1.209 -1.073 0.416
C 0.694 0.864 0.698
H 2.535 0.271 -0.123
H 0.679 0.983 1.703
H -2.295 -0.857 0.173
H -1.049 -0.847 1.485
H -0.875 -2.116 0.002
H -0.369 0.708 -2.021



Version y
DFT (ωB97M-V with the def2-TZVPD basis set) results for a cluster of 2 separate species, C3H6FNO2 in total.

Results
lowest unoccupied orbital energy (alpha / beta)	0.35 / -0.44	eV
HOMO (alpha / beta)	-9.260 / -8.615	eV
spin multiplicity	1
total charge	0

Positions of all 13 atoms, in Å:
F -1.009 -2.175 -0.530
O -1.420 1.129 -2.578
O 0.653 0.710 -1.897
N -0.532 0.686 -1.982
C 0.657 0.744 1.200
C -0.933 -0.892 -0.136
C 0.403 -0.682 0.571
H 0.693 1.453 0.419
H 1.114 -0.842 -0.323
H -0.152 1.049 2.067
H 0.567 -1.469 1.278
H 1.696 0.693 1.606
H -1.736 -0.404 0.305



Most stable: version x. Least stable: version y.